1.
Molecular formula: C21H15FO2STc
Method: DFT, ωB97M-V/def2-TZVPD

Element x y z (Å)
Tc  -0.14  0.58  0.45
S  -1.44  -1.10  0.92
F  3.11  4.82  -0.31
O  -1.59  1.59  -0.32
O  -3.27  2.34  -1.56
C  1.58  3.30  -1.20
C  0.70  0.53  1.94
C  2.69  3.56  -0.44
C  -3.40  -2.32  -0.35
C  1.19  1.97  -1.34
C  1.87  0.94  -0.67
C  1.36  2.16  5.21
C  -4.57  -2.47  -1.07
C  3.01  1.27  0.12
C  -2.76  -1.08  -0.27
C  1.28  -0.41  -0.68
C  -5.13  -1.37  -1.70
C  3.43  2.56  0.21
C  2.27  1.25  5.75
C  2.65  0.11  5.05
C  -3.30  0.03  -0.94
C  2.12  -0.12  3.79
C  1.21  0.79  3.24
C  -2.75  1.43  -0.99
C  -4.50  -0.14  -1.63
C  0.82  1.93  3.95
H  -6.05  -1.47  -2.26
H  2.68  1.44  6.73
H  1.08  3.04  5.77
H  4.31  2.84  0.78
H  -4.92  0.73  -2.13
H  1.06  4.11  -1.71
H  0.38  1.72  -2.01
H  0.78  -0.68  -1.61
H  0.11  2.62  3.52
H  2.41  -1.00  3.23
H  -5.05  -3.44  -1.12
H  3.55  0.48  0.63
H  1.87  -1.22  -0.27
H  3.35  -0.59  5.48
H  -2.97  -3.17  0.17

The energy relative to the best compared isomer or geometry (same formula, charge and spin) comes out at 0.763 eV. As for the frontier orbital gap (alpha / beta): 6.286 / 6.315 eV. The spin multiplicity is 1. The value obtained for the HOMO energy (alpha / beta) is -11.91 / -11.91 eV. As for the net charge: +1.

These are the natural (NBO) partial charges, in e, on atoms 1 to 4: atom 1 (Tc): 0.591, atom 2 (S): 0.374, atom 3 (F): -0.288, atom 4 (O): -0.751

---

2.
Molecular formula: C21H15I2MnN3O3S
Method: DFT, ωB97M-V/def2-TZVPD

Element x y z (Å)
I  1.25  -5.08  -4.35
I  4.41  -0.77  -1.69
Mn  -0.06  -0.16  0.66
S  -0.94  0.14  3.15
O  0.41  -0.29  2.65
O  1.53  -0.43  -0.19
O  -1.02  1.32  3.94
N  -0.71  -1.71  -0.47
N  -1.68  0.27  1.70
N  -0.93  1.69  0.13
C  -1.80  -3.58  4.32
C  2.61  -1.77  -1.87
C  -2.49  -0.98  5.04
C  1.32  -3.53  -2.96
C  -1.80  1.58  1.14
C  -1.62  -1.22  3.99
C  -1.27  -2.52  3.62
C  -1.08  -3.81  -2.23
C  -3.26  -4.53  6.14
C  -0.86  2.83  -0.57
C  -2.64  2.60  1.54
C  -2.69  -3.37  5.38
C  -2.11  -3.38  -1.42
C  -2.56  3.78  0.81
C  -1.88  -2.31  -0.54
C  -1.67  3.90  -0.25
C  0.32  -2.13  -1.27
C  -3.02  -2.06  5.73
C  1.53  -1.41  -1.10
C  0.18  -3.19  -2.18
C  2.49  -2.83  -2.80
H  -3.96  -5.08  5.51
H  -0.14  2.86  -1.38
H  -2.47  -5.23  6.42
H  -3.20  4.61  1.07
H  -3.70  -1.88  6.56
H  -2.66  -1.94  0.11
H  -0.55  -2.69  2.83
H  -3.77  -4.21  7.04
H  -1.24  -4.63  -2.92
H  -3.08  -3.84  -1.46
H  -1.52  -4.59  4.06
H  -2.74  0.03  5.32
H  -1.61  4.81  -0.82
H  3.35  -3.09  -3.39
H  -3.31  2.48  2.37

As for the frontier orbital gap (alpha / beta): 6.332 / 7.109 eV. The spin multiplicity is 5. The value obtained for the HOMO energy (alpha / beta) is -10.82 / -10.93 eV. As for the net charge: +1.

These are the natural (NBO) partial charges, in e, on atoms 1 to 4: atom 1 (I): 0.209, atom 2 (I): 0.238, atom 3 (Mn): 1.638, atom 4 (S): 2.295

---

3.
Molecular formula: C21H15IrN4O
Method: DFT, ωB97M-V/def2-TZVPD

Element x y z (Å)
Ir  0.15  -0.25  0.66
O  -0.18  0.32  2.54
N  -0.47  -1.74  -0.59
N  -1.88  3.27  0.03
N  -0.80  1.39  0.04
N  1.73  -0.46  -0.59
C  3.92  0.00  -1.38
C  -1.38  2.39  2.29
C  2.82  0.31  -0.58
C  -1.34  2.34  0.84
C  1.38  -3.75  -3.08
C  3.90  -1.10  -2.21
C  -1.00  1.75  -1.28
C  -1.97  -3.41  -1.38
C  2.56  -3.07  -3.08
C  -1.41  2.44  5.14
C  -0.77  1.34  3.08
C  1.70  -1.54  -1.43
C  -0.99  -3.94  -2.20
C  -1.68  2.92  -1.29
C  -1.69  -2.30  -0.58
C  -0.81  1.39  4.51
C  0.28  -3.34  -2.25
C  0.48  -2.24  -1.43
C  -1.98  3.43  2.97
C  -2.00  3.46  4.37
C  2.75  -1.91  -2.25
H  -2.43  -1.88  0.09
H  1.26  -4.62  -3.72
H  -2.45  4.25  2.44
H  4.76  -1.34  -2.83
H  -2.48  4.29  4.88
H  -1.21  -4.80  -2.82
H  2.83  1.16  0.09
H  -2.02  3.53  -2.11
H  -0.65  1.15  -2.10
H  4.79  0.65  -1.33
H  -2.36  4.10  0.32
H  -1.44  2.49  6.22
H  3.37  -3.39  -3.72
H  -0.34  0.58  5.05
H  -2.95  -3.85  -1.33

The energy relative to the best compared isomer or geometry (same formula, charge and spin) comes out at 0.313 eV. As for the frontier orbital gap (alpha / beta): 6.988 / 5.259 eV. The spin multiplicity is 2. The value obtained for the HOMO energy (alpha / beta) is -18.07 / -18.07 eV. As for the net charge: +3.

These are the natural (NBO) partial charges, in e, on atoms 1 to 4: atom 1 (Ir): 1.295, atom 2 (O): -0.638, atom 3 (N): -0.437, atom 4 (N): -0.443

---

4.
Molecular formula: C21H15N5O2
Method: DFT, ωB97M-V/def2-TZVPD

Element x y z (Å)
O  -1.81  -2.26  -0.63
O  0.57  3.96  -1.34
N  0.53  1.77  -1.95
N  0.32  2.06  0.36
N  -3.15  -4.36  1.92
N  -0.57  0.17  -0.72
N  -1.64  0.10  2.76
C  3.29  -2.36  -1.75
C  1.53  -0.37  -2.56
C  -1.09  -0.25  0.41
C  1.07  -1.66  -2.35
C  -1.73  -1.60  0.39
C  -2.29  0.54  5.01
C  -2.17  -1.18  2.81
C  0.83  3.11  -2.16
C  0.58  0.73  -2.98
C  -2.72  -3.30  1.82
C  -2.71  -1.61  4.06
C  3.75  -1.07  -1.96
C  -2.77  -0.79  5.14
C  1.46  3.45  -3.49
C  -1.02  0.52  1.59
C  -1.75  0.94  3.83
C  2.87  -0.08  -2.36
C  0.06  1.34  -0.73
C  -2.20  -2.00  1.70
C  -0.20  1.66  1.49
C  1.95  -2.65  -1.94
H  0.02  -1.89  -2.46
H  -3.09  -2.62  4.10
H  0.89  1.16  -3.92
H  -3.18  -1.12  6.07
H  1.58  -3.65  -1.77
H  2.33  2.84  -3.70
H  -0.43  0.31  -3.09
H  1.76  4.50  -3.45
H  -2.36  1.23  5.83
H  0.09  2.25  2.35
H  0.74  3.34  -4.30
H  4.79  -0.84  -1.80
H  3.97  -3.14  -1.43
H  -1.39  1.94  3.69
H  3.24  0.92  -2.51

The energy relative to the best compared isomer or geometry (same formula, charge and spin) comes out at 0.000 eV. As for the frontier orbital gap: 7.510 eV. The spin multiplicity is 1. The value obtained for the HOMO energy is -8.36 eV.

These are the natural (NBO) partial charges, in e, on atoms 1 to 4: atom 1 (O): -0.564, atom 2 (O): -0.552, atom 3 (N): -0.457, atom 4 (N): -0.402

---

5.
Molecular formula: C21H15NO6PPt
Method: DFT, ωB97M-V/def2-TZVPD

Element x y z (Å)
Pt  -0.32  -2.31  0.04
P  -1.24  -0.35  -0.35
O  1.58  -0.84  -2.06
O  -4.33  -2.60  -0.41
O  1.51  -4.45  2.93
O  -2.15  -3.00  -0.31
O  0.43  -4.13  0.97
O  2.35  1.14  -1.27
N  1.57  -1.75  0.60
C  -2.17  2.05  -4.14
C  -3.20  -2.23  -0.19
C  1.98  -2.48  1.66
C  -2.40  1.69  -1.79
C  -0.47  0.86  0.77
C  -1.03  0.20  -3.10
C  3.83  -1.03  2.00
C  2.03  -0.05  -1.20
C  2.31  -0.73  0.17
C  0.36  1.37  2.98
C  0.16  2.00  0.28
C  3.11  -2.15  2.38
C  0.97  2.52  2.49
C  -1.56  0.58  -1.87
C  -1.34  0.95  -4.23
C  1.25  -3.80  1.93
C  0.88  2.82  1.14
C  -2.70  2.43  -2.91
C  3.44  -0.33  0.88
C  -0.35  0.54  2.12
C  -2.91  -0.78  0.27
H  4.71  -0.72  2.56
H  -3.71  -0.10  -0.01
H  3.98  0.53  0.50
H  3.39  -2.78  3.22
H  -0.92  0.66  -5.19
H  -0.34  -0.62  -3.16
H  0.45  1.11  4.02
H  1.53  3.16  3.16
H  1.38  3.70  0.75
H  -0.77  -0.38  2.50
H  -3.35  3.29  -2.84
H  0.14  2.22  -0.78
H  -2.40  2.63  -5.03
H  -2.82  1.98  -0.83
H  -2.84  -0.82  1.36

The energy relative to the best compared isomer or geometry (same formula, charge and spin) comes out at 0.404 eV. As for the frontier orbital gap: 8.589 eV. The spin multiplicity is 1. The value obtained for the HOMO energy is -5.88 eV. As for the net charge: -1.

These are the natural (NBO) partial charges, in e, on atoms 1 to 4: atom 1 (Pt): 0.754, atom 2 (P): 1.138, atom 3 (O): -0.738, atom 4 (O): -0.634

---

6.
Molecular formula: C21H16AuCl3NO3
Method: DFT, ωB97M-V/def2-TZVPD

Element x y z (Å)
Au  -0.11  0.68  -0.96
Cl  -0.09  4.60  0.91
Cl  1.04  2.39  5.70
Cl  -1.35  -0.56  1.88
O  -1.15  1.94  0.26
O  1.01  -0.51  -2.18
O  1.76  -2.56  -2.58
N  3.00  0.03  -0.03
C  2.91  2.29  0.84
C  -0.15  3.23  1.98
C  1.04  -3.32  1.59
C  3.55  1.05  0.78
C  0.99  -3.05  0.22
C  -0.68  0.95  2.39
C  6.52  1.67  3.09
C  1.46  -1.68  -1.80
C  3.43  3.31  1.62
C  4.59  3.09  2.35
C  2.31  -1.06  0.53
C  1.71  -2.44  2.42
C  1.59  -1.92  -0.31
C  2.34  -1.32  1.90
C  5.25  1.87  2.29
C  0.37  3.36  3.26
C  -0.16  1.05  3.67
C  5.48  -0.47  1.34
C  -0.68  2.03  1.47
C  0.37  2.26  4.09
C  4.75  0.84  1.48
H  5.24  -0.92  0.37
H  0.48  -3.72  -0.45
H  6.71  2.54  3.71
H  2.83  -0.62  2.57
H  0.78  4.31  3.58
H  1.73  -2.61  3.49
H  2.56  0.36  -0.87
H  6.45  0.79  3.73
H  5.18  -1.19  2.10
H  4.99  3.87  2.98
H  -0.16  0.19  4.32
H  1.99  2.43  0.28
H  2.92  4.26  1.67
H  6.56  -0.34  1.41
H  7.38  1.52  2.44
H  0.56  -4.20  1.99

The energy relative to the best compared isomer or geometry (same formula, charge and spin) comes out at 0.000 eV. As for the frontier orbital gap: 7.800 eV. The spin multiplicity is 1. The value obtained for the HOMO energy is -5.21 eV. As for the net charge: -1.

These are the natural (NBO) partial charges, in e, on atoms 1 to 4: atom 1 (Au): 0.601, atom 2 (Cl): -0.010, atom 3 (Cl): -0.035, atom 4 (Cl): 0.000

---

7.
Molecular formula: C21H16ClF3N2O2S2
Method: DFT, ωB97M-V/def2-TZVPD

Element x y z (Å)
Cl  -0.22  -3.73  1.67
S  -1.78  -3.64  -1.38
S  2.18  2.57  -0.76
F  -3.02  1.63  -1.16
F  -3.23  -0.51  -1.08
F  -1.95  0.40  -2.54
O  0.65  -0.68  -2.30
O  -1.83  0.69  0.97
N  4.00  -0.01  1.11
N  -0.24  1.43  -0.59
C  0.70  -1.01  0.65
C  -1.82  -4.72  -2.70
C  -0.55  -1.00  -0.25
C  -0.12  -1.38  -1.67
C  1.84  5.26  -0.57
C  0.44  -0.01  2.97
C  -2.35  0.47  -1.26
C  -0.11  -2.31  2.66
C  -0.45  -2.42  4.00
C  1.05  4.03  -0.85
C  -1.02  -4.32  -3.73
C  -0.65  -2.62  -2.21
C  -0.35  -3.13  -3.45
C  2.04  6.23  -1.44
C  1.09  1.28  -0.29
C  -0.35  -1.31  4.83
C  -1.19  0.41  -0.25
C  0.10  -0.11  4.31
C  0.34  -1.11  2.12
C  2.91  0.10  0.75
C  1.57  0.18  0.35
H  2.27  5.30  0.42
H  -2.44  -5.59  -2.65
H  -1.30  -1.70  0.14
H  0.34  -2.63  -4.12
H  0.28  3.88  -0.10
H  0.83  0.92  2.59
H  2.62  7.10  -1.20
H  -0.91  -4.87  -4.65
H  0.61  4.07  -1.85
H  0.20  0.76  4.95
H  1.27  -1.92  0.40
H  -1.21  0.60  1.70
H  -0.62  -1.39  5.87
H  -0.46  2.02  -1.38
H  1.62  6.19  -2.44
H  -0.79  -3.36  4.39

The energy relative to the best compared isomer or geometry (same formula, charge and spin) comes out at 0.000 eV. As for the frontier orbital gap: 8.162 eV. The spin multiplicity is 1. The value obtained for the HOMO energy is -8.39 eV.

These are the natural (NBO) partial charges, in e, on atoms 1 to 4: atom 1 (Cl): 0.010, atom 2 (S): 0.486, atom 3 (S): 0.304, atom 4 (F): -0.312

---

8.
Molecular formula: C21H16ClN2O2Pt
Method: DFT, ωB97M-V/def2-TZVPD

Element x y z (Å)
Pt  0.37  -0.62  0.32
Cl  -1.04  -6.11  -4.30
O  -1.20  0.10  1.73
O  2.22  -1.00  -0.59
N  1.00  1.26  0.86
N  0.01  2.09  1.43
C  -1.14  -4.81  -1.93
C  -3.37  1.64  2.67
C  -4.55  3.73  2.45
C  2.21  1.66  0.94
C  -0.88  -3.44  -3.90
C  -3.44  4.29  1.84
C  4.52  -0.96  -0.62
C  4.62  1.53  0.55
C  -1.10  -2.40  -1.73
C  -1.18  -3.66  -1.15
C  3.36  0.93  0.37
C  -1.28  -1.14  -0.91
C  -2.30  3.53  1.64
C  -2.26  2.20  2.03
C  3.29  -0.34  -0.28
C  5.73  -0.34  -0.42
C  -1.01  -4.68  -3.30
C  5.80  0.95  0.15
C  -1.04  1.36  1.72
C  -0.91  -2.31  -3.11
C  -4.51  2.40  2.88
H  4.62  2.52  1.03
H  -5.45  4.32  2.59
H  -1.54  -0.31  -1.57
H  -1.21  -5.79  -1.49
H  2.38  2.61  1.45
H  -3.31  0.60  2.93
H  4.46  -1.95  -1.06
H  -0.76  -3.39  -4.98
H  6.63  -0.84  -0.72
H  -1.29  -3.73  -0.07
H  -5.38  1.96  3.33
H  -0.84  -1.31  -3.55
H  6.75  1.44  0.30
H  -1.42  3.95  1.17
H  -3.46  5.32  1.52
H  -2.12  -1.28  -0.22

The energy relative to the best compared isomer or geometry (same formula, charge and spin) comes out at 0.000 eV. As for the frontier orbital gap (alpha / beta): 5.843 / 7.084 eV. The spin multiplicity is 3. The value obtained for the HOMO energy (alpha / beta) is -3.05 / -4.51 eV. As for the net charge: -1.

These are the natural (NBO) partial charges, in e, on atoms 1 to 4: atom 1 (Pt): 0.975, atom 2 (Cl): -0.050, atom 3 (O): -0.728, atom 4 (O): -0.743